1) Below is a cluster of 2 separate species, C3H4BrN in total, with properties calculated with wB97M-V/def2-TZVPD.

Output
- 2S+1: 1
- Structure (SMILES): C=C=C=N.Br
- HOMO-LUMO gap: 8.73 eV

Last column: natural (NBO) charge in e.
Cartesian coordinates (Å):
C -0.8070 -0.0838 -1.9601  -0.310
C 0.2988 0.6719 0.1415  0.358
C -0.3925 0.5018 -0.9158  -0.197
N 0.7493 1.0457 1.2158  -0.650
Br 0.4426 -2.2160 2.5644  -0.234
H -0.2588 -0.9478 -2.4293  0.206
H -1.8032 0.1000 -2.3993  0.209
H 1.2896 -1.0946 2.2447  0.227
H 0.4812 2.0228 1.5381  0.391

2) Below is a cluster of 2 separate species, C3H4BrN in total, with properties calculated with wB97M-V/def2-TZVPD.

Output
- 2S+1: 1
- HOMO-LUMO gap (spin up / spin down): 8.81 / 8.81 eV

Last column: natural (NBO) charge in e.
Cartesian coordinates (Å):
C 0.7965 1.3582 0.0689  0.186
C -1.1626 -0.6196 -0.3771  -0.431
C 0.8485 0.0639 0.4881  -0.443
N 0.5735 2.4367 -0.2163  -0.290
Br 2.2798 -1.0067 -0.0174  0.120
H -0.9037 -0.7508 -1.3728  0.189
H -1.6272 0.2651 -0.1399  0.201
H -1.2913 -1.6285 0.0493  0.209
H 0.4865 -0.1184 1.5171  0.260

3) Below is a structure of composition C3H4BrN, with properties calculated with wB97M-V/def2-TZVPD.

Output
- 2S+1: 1
- HOMO-LUMO gap (spin up / spin down): 9.67 / 4.87 eV

Last column: natural (NBO) charge in e.
Cartesian coordinates (Å):
C 0.5168 0.2895 0.8490  -0.031
C -0.8425 0.7992 -0.4806  -0.284
C 0.6952 0.9757 -0.3768  -0.153
N -0.7385 -0.0346 0.6911  -0.315
Br 2.3362 -0.1964 -3.5934  -0.026
H 1.2842 0.0136 1.4628  0.190
H -1.3378 1.7246 -0.3177  0.208
H -1.1584 0.3153 -1.4449  0.201
H 1.6227 1.1586 -0.9844  0.211

1) comes first in stability; the runner-up is 4.2 kcal/mol higher.

1) Below is an isolated molecule of C20H28N4O3, with properties calculated with wB97M-V/def2-TZVPD.

Output
- 2S+1: 1
- Structure (SMILES): CC[C@@H](C)[C@@H](NC(=O)[C@@H](Cc1c[nH]c2ccccc12)NC(C)=O)C(=O)NC
- HOMO-LUMO gap: 8.29 eV

Last column: natural (NBO) charge in e.
Cartesian coordinates (Å):
O 0.9696 2.5582 -2.3573  -0.650
O 2.2742 0.0989 1.5294  -0.645
O -1.4327 -2.1181 0.0716  -0.636
C 1.9415 2.8399 -1.6538  0.654
C 1.4776 0.1826 0.6249  0.669
C -0.4640 -2.5566 0.7041  0.674
C -1.0650 4.2339 0.4540  -0.018
C -0.9204 3.0180 0.9933  -0.102
C -4.1987 1.0687 1.6116  -0.230
C -5.0927 2.1326 1.3980  -0.217
C -2.7731 1.2615 1.6089  -0.195
C -4.5465 3.3851 0.9877  -0.240
C -2.2672 2.4787 1.1911  -0.040
C -3.1243 3.4979 0.7865  0.128
N -2.3885 4.5696 0.4486  -0.527
N -0.5354 -3.2945 1.8131  -0.586
N 2.1265 2.2794 -0.4673  -0.608
N 0.9668 -0.8127 -0.1130  -0.592
C 2.7795 3.9390 -2.0989  -0.703
C -1.6621 -4.0291 2.3674  -0.423
C 3.0025 -3.3063 -2.9247  -0.618
C 0.3398 2.2461 1.3751  -0.430
C 1.0408 -4.5377 -0.8966  -0.615
C 2.6095 -2.5953 -1.6734  -0.397
C 0.9864 1.5216 0.1486  -0.124
C 0.9321 -2.2897 0.1565  -0.131
C 1.2779 -2.9992 -1.1086  -0.213
H -0.3814 4.9177 0.1367  0.201
H -4.5923 0.1444 1.7729  0.202
H -6.1493 1.9767 1.3933  0.213
H -2.0811 0.5412 1.8765  0.205
H -5.1940 4.2149 0.7463  0.204
H -2.8296 5.4730 0.0508  0.416
H 0.3262 -3.5111 2.1791  0.381
H 2.8914 2.5978 0.1647  0.412
H 0.3481 -0.4826 -0.8412  0.415
H 3.7737 3.9124 -1.7501  0.213
H 2.1823 4.8739 -1.9238  0.245
H 2.9087 3.8054 -3.1877  0.246
H -2.4229 -3.2737 2.1705  0.230
H -1.5638 -4.2308 3.4432  0.213
H -1.9311 -4.8892 1.8257  0.199
H 4.0601 -3.0278 -3.1457  0.211
H 2.6669 -2.9755 -3.8788  0.219
H 3.0385 -4.3641 -2.7112  0.204
H 1.0816 2.9963 1.5858  0.216
H 0.1277 1.6829 2.3313  0.243
H 1.7283 -4.9798 -0.2295  0.198
H 1.0847 -5.0239 -1.8632  0.221
H 0.0630 -4.7806 -0.4636  0.215
H 3.3957 -2.8667 -0.9213  0.187
H 2.7464 -1.5776 -1.9549  0.224
H 0.1314 1.3746 -0.5927  0.254
H 1.7149 -2.5366 0.8039  0.217
H 0.6222 -2.7636 -1.9936  0.214

2) Below is a cluster of 2 separate species, C20H28N4O3 in total, with properties calculated with wB97M-V/def2-TZVPD.

Output
- 2S+1: 1
- Structure (SMILES): CN1C(=O)C(=Cc2ccc(N(C)C)cc2)C(=O)N(C)C1=O.CN1CCCC1
- HOMO-LUMO gap: 7.65 eV

Last column: natural (NBO) charge in e.
Cartesian coordinates (Å):
C -2.6870 -1.5792 -0.0760  -0.419
N -1.2918 -1.9047 -0.4328  -0.430
C -0.7763 -2.8278 0.6527  -0.230
C -0.0067 -3.9581 -0.0088  -0.423
C -0.3862 -3.9293 -1.4959  -0.421
C -1.3467 -2.7665 -1.6699  -0.225
H -3.1673 -0.9578 -0.8427  0.210
H -3.2487 -2.5275 -0.0017  0.176
H -2.7215 -1.0496 0.8850  0.202
H -0.2111 -2.2595 1.3963  0.209
H -1.6592 -3.2317 1.1666  0.180
H 1.0653 -3.8547 0.1326  0.214
H -0.3084 -4.8940 0.4551  0.216
H 0.4845 -3.8396 -2.1380  0.216
H -0.9069 -4.8399 -1.7805  0.214
H -2.3752 -3.1466 -1.7271  0.175
H -1.1781 -2.1625 -2.5630  0.210
C 4.7908 0.5311 -3.3682  -0.396
N 4.1633 1.4194 -2.4007  -0.493
C 5.1173 2.2360 -1.6668  -0.394
C 2.8562 1.2067 -1.9407  0.155
C 2.5294 0.0256 -1.2376  -0.178
C 1.2374 -0.1842 -0.7932  -0.194
C 0.2400 0.7706 -1.0200  -0.101
C -1.1018 0.6063 -0.4709  0.104
C -1.4808 1.1600 0.7222  -0.345
C -2.8912 1.4790 0.9958  0.682
O -3.7513 1.6055 0.1198  -0.596
N -3.2527 1.6282 2.3456  -0.474
C -4.6624 1.7780 2.6473  -0.416
C -2.3683 1.5214 3.4395  0.811
O -2.7441 1.5268 4.6066  -0.609
N -1.0083 1.4403 3.1100  -0.470
C -0.1132 1.4935 4.2415  -0.414
C -0.5010 1.3860 1.7970  0.676
O 0.7214 1.5007 1.6265  -0.585
C 0.5513 1.9233 -1.7720  -0.196
C 1.8402 2.1592 -2.2076  -0.208
H 4.0298 -0.0044 -3.9516  0.209
H 5.4102 1.1322 -4.0545  0.191
H 5.4488 -0.1976 -2.8621  0.166
H 4.5929 2.8803 -0.9489  0.213
H 5.8385 1.5974 -1.1211  0.169
H 5.6944 2.8636 -2.3664  0.186
H 3.3185 -0.6975 -1.0144  0.207
H 0.9384 -1.0669 -0.2233  0.217
H -1.8734 0.3444 -1.1929  0.230
H -4.7425 1.8531 3.7290  0.244
H -5.0551 2.6711 2.1516  0.218
H -5.2035 0.9010 2.2759  0.208
H 0.9000 1.4142 3.8660  0.243
H -0.2487 2.4355 4.7770  0.211
H -0.3514 0.6717 4.9192  0.215
H -0.2425 2.6503 -1.9497  0.215
H 2.0947 3.0672 -2.7600  0.222

1) comes first in stability; the runner-up is 3.3 kcal/mol higher.

1) Below is an isolated molecule of C3H8NOP, with properties calculated with wB97M-V/def2-TZVPD.

Output
- 2S+1: 1
- HOMO-LUMO gap (spin up / spin down): 7.88 / 7.88 eV

Last column: natural (NBO) charge in e.
Cartesian coordinates (Å):
C -0.5236 0.1137 -0.1351  0.212
C -1.4396 1.1881 0.5160  -0.678
C 0.9408 0.7658 -0.4988  -0.694
N 1.0122 -2.3036 0.1481  -1.153
O -1.0863 -0.6162 -1.0298  -0.646
P -0.2889 -1.5904 0.9635  0.810
H -2.4433 0.8010 0.5763  0.226
H -1.6593 2.1157 -0.0906  0.222
H -1.0740 1.5652 1.4101  0.208
H 1.4872 1.0814 0.3772  0.211
H 0.7310 1.6929 -0.9330  0.217
H 1.5082 0.2267 -1.3468  0.219
H 0.9614 -3.3477 0.0869  0.423
H 1.8742 -1.6927 -0.0441  0.422

2) Below is a cluster of 2 separate species, C3H8NOP in total, with properties calculated with wB97M-V/def2-TZVPD.

Output
- 2S+1: 1
- Structure (SMILES): C=P/C=N/C.O
- HOMO-LUMO gap: 9.16 eV

Last column: natural (NBO) charge in e.
Cartesian coordinates (Å):
C -0.0628 0.9930 0.7570  -0.194
C 1.2286 1.5887 2.7128  -0.456
C -1.1820 -0.6774 -1.0207  -0.820
N 0.9762 1.4824 1.2657  -0.407
O -0.5641 -2.5095 -3.6614  -0.966
P -0.1368 0.6212 -1.0724  0.672
H -0.8564 0.6130 1.4522  0.138
H -0.0202 -2.5403 -2.8752  0.488
H 2.2374 1.9313 2.7782  0.217
H 0.7098 2.4914 3.0477  0.210
H 0.8699 0.5457 3.1495  0.200
H -1.2521 -1.3067 -1.8894  0.231
H -0.2195 -2.2806 -4.4675  0.483
H -1.7281 -0.9523 -0.1764  0.203

1) comes first in stability; the runner-up is 7.3 kcal/mol higher.